An isolated molecule of C3H5FN2O2, computed with ωB97M-V/def2-TZVPD.

Summary:
Structure (SMILES) ... [H]/N=C(/N)OC(=O)CF
2S+1 ... 1
M ... 120.1 g mol⁻¹
LUMO level ... 0.021 hartree
Energy above the lowest of the compared OMol25 structures with the same formula, charge and spin ... 0.00 kJ/mol

The geometry in XYZ format:
```
13
Properties=species:S:1:pos:R:3:mulliken_charge:R:1
C 0.6358 -0.4058 1.5419 0.4701
C -0.3995 0.0874 -0.5518 0.6780
C -0.1156 0.9455 -1.7850 -0.2004
H 2.4576 0.5095 1.6422 0.2303
H 2.0513 -0.6905 2.8654 0.2931
H -1.0018 -1.3074 1.2615 0.4104
H 0.9024 0.7363 -2.1541 0.2490
H -0.1974 1.9961 -1.4862 0.2413
N 1.7571 0.0010 2.1682 -0.4333
N -0.2335 -1.2219 1.9336 -0.7595
O 0.5395 0.3429 0.3339 -0.3179
O -1.3233 -0.6670 -0.4895 -0.5868
F -1.0367 0.6813 -2.7586 -0.2744
```



An isolated molecule of C3H5FN2O5, computed with ωB97M-V/def2-TZVPD.

Summary:
Structure (SMILES) ... C[C@H](O)C(F)([N+](=O)[O-])[N+](=O)[O-]
2S+1 ... 1
M ... 168.1 g mol⁻¹
LUMO level ... -0.037 hartree
Energy above the lowest of the compared OMol25 structures with the same formula, charge and spin ... 45.90 kJ/mol

The geometry in XYZ format:
```
16
Properties=species:S:1:pos:R:3:mulliken_charge:R:1
C -1.7091 -0.6777 0.0916 -1.3692
C -0.6577 0.4365 0.3753 -0.0852
C 0.6877 0.0753 -0.3245 0.5668
N 1.8362 1.0300 0.1064 0.9680
N 1.1482 -1.2973 -0.0436 0.9240
O 2.1939 0.8456 1.2109 -0.5257
O 0.8749 -1.7873 1.0373 -0.5035
O 2.2229 1.8163 -0.6931 -0.5551
O 1.8130 -1.8286 -0.8720 -0.5623
O -1.1542 1.6902 0.0527 -0.5343
F 0.4424 0.3017 -1.7393 -0.3096
H -1.6948 -0.6540 -0.9833 0.4394
H -1.2718 -1.5331 0.5371 0.4114
H -2.6943 -0.4861 0.4892 0.3381
H -0.2397 0.5541 1.4712 0.4116
H -1.7976 1.5144 -0.7159 0.3855
```



A structure of composition C3H5FN2S, computed with ωB97M-V/def2-TZVPD.

Summary:
2S+1 ... 1
M ... 120.2 g mol⁻¹
LUMO level ... 0.022 hartree
Energy above the lowest of the compared OMol25 structures with the same formula, charge and spin ... 442.41 kJ/mol

The geometry in XYZ format:
```
12
Properties=species:S:1:pos:R:3:mulliken_charge:R:1
C 0.9981 -0.8689 -1.1053 0.1382
C -0.9645 0.2028 -0.0094 -0.5053
C -1.3750 0.9137 0.9687 0.2536
H 0.5677 0.1369 2.0625 0.1909
H 2.0670 -1.2075 -0.7663 0.2573
H 1.6983 0.1588 -2.9464 0.2955
H -1.5614 0.2487 -0.9678 0.2348
H -2.1436 1.7443 1.0885 0.2977
N 0.0499 -0.8796 0.0187 -0.1638
N 0.7942 -0.1954 -2.0788 -0.5807
F -0.7804 1.0835 2.1092 -0.2233
S 0.6499 -1.3373 1.6263 -0.1947
```



A structure of composition C3H5FN4, computed with ωB97M-V/def2-TZVPD.

Summary:
2S+1 ... 1
M ... 116.1 g mol⁻¹
LUMO level ... 0.020 hartree
Energy above the lowest of the compared OMol25 structures with the same formula, charge and spin ... 445.93 kJ/mol

The geometry in XYZ format:
```
13
Properties=species:S:1:pos:R:3:mulliken_charge:R:1
C -1.4091 0.3953 1.7518 0.3033
C -0.5503 -0.4378 0.1530 0.2413
C 1.3786 0.5297 -0.9240 -0.9514
N -0.6904 1.4764 1.7097 -0.2651
N 0.3264 1.5644 0.8938 -0.7252
N 0.2944 0.5329 0.0155 0.6611
N -0.5852 -1.6389 -0.5129 -0.3273
F -2.6045 0.3347 2.2390 -0.2093
H 1.6984 1.4837 -1.1272 0.3612
H 2.2244 -0.2479 -0.6833 0.3044
H 1.0660 0.0569 -1.9275 0.2765
H -1.1927 -2.2845 -0.2878 0.1617
H 0.0441 -1.7649 -1.3002 0.1687
```